No. 1
Formula: C11H23Cl8NO
Source: the Open Molecules 2025 dataset
Level of theory: ωB97M-V/def2-TZVPD

XYZ file:
```
44
Properties=species:S:1:pos:R:3:lowdin_charge:R:1
Cl -0.9201 2.7012 1.6038 0.712
Cl 0.6343 -2.5273 0.4507 0.747
Cl -2.3126 -2.2832 -0.8324 0.568
Cl -2.6146 -0.3957 -4.3581 0.549
Cl -3.5787 0.1052 3.7941 0.542
Cl -0.6231 -0.4908 -1.3865 0.688
Cl 0.3971 -1.8031 -4.9714 0.570
Cl 0.4501 1.6665 4.1304 0.757
O 2.0894 0.8731 3.1723 -0.258
N 2.2846 0.7346 0.8854 -0.153
C -1.0790 1.1213 0.7796 -0.571
C -0.4449 1.1200 -0.5757 -0.444
C 0.3009 -2.7467 -1.1791 -0.840
C 0.0965 -0.8383 -3.5002 -0.777
C -1.2738 1.4496 4.4806 -0.611
C -2.0472 0.8873 3.2800 -0.734
C 2.2952 -0.2446 -0.2687 -0.080
C -1.0360 -3.3373 -1.4794 -0.588
C 2.2402 2.1281 0.5208 -0.047
C -1.0075 0.2267 -3.8066 -0.662
C 2.1447 0.2639 2.1466 -0.374
H -1.0710 0.9005 -2.9522 0.010
H -2.1539 0.9681 0.6838 0.091
H -0.7747 0.2692 1.3874 0.058
H 1.0586 -0.4191 -3.2057 0.087
H 1.0873 -3.3754 -1.5968 0.109
H -0.6052 0.6743 -4.7154 0.057
H -1.0578 -4.3576 -1.0966 0.091
H 0.5548 1.5473 -0.4977 -0.001
H 2.3995 -1.2981 -0.0092 0.021
H 1.3275 2.0890 -0.0737 0.011
H 0.2892 -1.8154 -1.7452 -0.122
H -1.1691 -3.3098 -2.5609 0.077
H -0.2645 -1.5007 -2.7134 -0.101
H 3.1887 2.3906 0.0523 0.105
H -1.6101 2.3810 4.9361 0.068
H 2.1016 -0.8358 2.1754 0.120
H -1.3061 0.7414 5.3085 0.057
H -1.4904 0.0897 2.7883 0.037
H 2.0083 2.8552 1.2991 0.093
H 1.4388 -0.0786 -0.9223 0.011
H -2.2635 1.6703 2.5532 -0.054
H 3.2636 0.0658 -0.6610 0.097
H -0.9471 1.7374 -1.3204 0.084
```

**Energy above the lowest of the compared OMol25 structures with the same formula, charge and spin**: 1074.4 kJ/mol
**Total charge**: 0
**HOMO energy**: -8.72 eV
**LUMO energy**: 0.011 Eh



No. 2
Formula: C11H23ClGaN3OP
Source: the Open Molecules 2025 dataset
Level of theory: ωB97M-V/def2-TZVPD

XYZ file:
```
41
Properties=species:S:1:pos:R:3:lowdin_charge:R:1
Ga 0.7007 2.9965 3.8489 0.097
Cl 3.0387 0.7631 2.3993 -0.002
P 1.8340 0.9619 4.1666 0.291
O 0.7748 -0.3973 4.0865 -0.517
N -0.8241 -0.8462 -1.1041 0.174
N -1.8531 5.2013 3.3397 0.041
N 1.4416 -0.8564 -4.5462 0.143
C 2.2564 -1.1365 -3.7680 -0.210
C -1.3594 2.8159 3.7209 -0.323
C -2.1562 -3.3609 -3.1014 -0.272
C 3.3114 -1.4935 -2.7681 -0.181
C -0.7943 -1.6720 -1.9202 -0.217
C 2.2370 -0.0160 -1.0140 -0.144
C -2.2334 3.7932 1.2827 -0.073
C -0.7663 -2.7322 -2.9770 -0.195
C 2.7353 -1.4079 -1.3560 -0.268
C -1.8401 4.0181 2.7938 -0.517
C -2.6285 -4.0204 -1.8097 -0.116
H -2.8817 -2.5975 -3.3958 0.112
H 3.6658 -2.5069 -2.9700 0.109
H -0.0230 -3.4880 -2.7108 0.114
H -3.6092 -4.4793 -1.9535 0.068
H 1.0245 3.9329 5.1052 -0.121
H -0.4679 -2.2846 -3.9259 0.080
H -1.7191 1.8138 3.3509 0.033
H -1.5345 5.1262 4.3159 0.016
H 0.2260 -0.3672 4.8879 0.008
H 1.8575 0.0111 0.0071 0.025
H -2.7258 -3.2940 -1.0000 0.072
H -1.9318 -4.8004 -1.4903 0.075
H 1.4204 0.2857 -1.6721 0.049
H -1.9227 2.7892 0.8913 0.069
H 3.0391 0.7232 -1.0975 0.079
H -2.1372 -4.1105 -3.8974 0.105
H -3.3355 3.9900 1.1765 0.066
H 3.5040 -1.7017 -0.6362 0.111
H -1.8544 3.0189 4.7238 0.039
H 4.1559 -0.8103 -2.8835 0.116
H 1.9088 -2.1169 -1.2491 0.092
H -1.7133 4.6212 0.7088 0.073
H 1.1798 3.6346 2.4412 -0.100
```

**Total charge**: -1
**HOMO energy**: -3.77 eV
**LUMO energy**: 0.088 Eh



No. 3
Formula: C11H23ClINO2PPm
Source: the Open Molecules 2025 dataset
Level of theory: ωB97M-V/def2-TZVPD

XYZ file:
```
41
Properties=species:S:1:pos:R:3:lowdin_charge:R:1
Pm 0.0718 -0.5207 -0.6558 1.222
I -2.0799 -2.7976 -0.7176 0.326
Cl 1.5877 0.5718 -2.3409 -0.094
P -2.8218 -0.0350 -2.8386 0.732
O -4.0207 -0.6853 1.4005 0.031
O 0.7459 0.5262 1.0800 -0.267
N 2.9750 0.6199 1.0441 0.116
C 4.4668 -0.6026 2.6043 -0.166
C 3.8184 -0.4058 3.9832 -0.193
C -4.3614 -0.9315 -2.6221 -0.207
C 4.3077 0.5793 1.6722 -0.139
C 1.8460 0.6973 1.7368 -0.371
C -2.9611 0.9817 -1.4045 -0.220
C -1.6669 -1.0811 -3.7200 -0.249
C -2.8695 -0.6924 1.3577 -0.146
C -3.2212 1.1994 -4.1104 -0.170
C 2.3073 -0.3066 3.9896 -0.172
C 1.8316 0.8967 3.2096 -0.083
H -2.1276 -1.1590 -4.7233 0.095
H -1.6190 -2.0977 -3.3063 -0.031
H -4.0063 0.9503 -1.1051 0.077
H -2.3133 0.7379 -0.5508 -0.025
H 0.7817 1.0440 3.4626 0.136
H -5.0396 -0.3936 -1.9501 0.075
H 2.9553 0.8148 0.0248 0.114
H -3.6350 0.6365 -4.9530 0.074
H -0.6516 -0.6681 -3.8254 0.030
H 4.2423 0.4911 4.4423 0.126
H 4.5179 1.5063 2.2223 0.142
H -2.2920 1.7226 -4.3816 0.084
H 5.0220 0.5618 0.8596 0.132
H 1.9297 -1.2620 3.5908 0.133
H 4.0419 -1.4785 2.1136 0.120
H -3.9561 1.9201 -3.7185 0.084
H 4.1326 -1.2552 4.5942 0.126
H 5.5510 -0.7751 2.7186 0.136
H -2.8205 1.9974 -1.8170 0.082
H 1.9122 -0.2241 5.0064 0.133
H -4.1735 -1.9147 -2.1862 -0.027
H 2.4039 1.8174 3.4275 0.159
H -4.8116 -0.9860 -3.6137 0.076
```

**Total charge**: +2
**HOMO energy (alpha / beta)**: -15.11 / -15.12 eV
**Spin multiplicity**: 5
**LUMO energy (alpha / beta)**: -0.279 / -0.270 Eh



Q: Among the records above, which one has the lowest total charge?
A: C11H23ClGaN3OP